Record 1
Density functional theory data (wB97M-V/def2-TZVPD) for C14H25N3 as an isolated structure in a non-equilibrium geometry.

Positions of all 42 atoms, in Å:
C: -1.55 -4.52 -2.17
C: -1.16 -3.61 -1.17
C: -1.07 -2.52 -0.30
C: 0.46 -2.11 0.07
C: 0.58 -0.93 -2.04
C: 1.67 0.08 -2.74
C: 2.54 0.60 -1.63
C: 2.06 2.43 0.03
C: 1.90 1.38 1.18
C: 0.49 1.45 1.79
C: -1.80 0.97 1.08
C: -2.34 0.47 2.27
C: -3.07 1.28 3.00
C: -3.86 2.28 3.61
H: -1.79 -5.88 -2.11
H: -2.07 -4.29 -3.09
H: -1.67 -2.53 0.52
H: 0.55 -1.23 0.89
H: 1.09 -3.14 0.53
H: 1.04 -2.82 -1.88
H: -0.12 -1.10 -2.78
H: -0.01 -0.13 -1.42
H: 2.24 -0.80 -3.33
H: 1.32 0.90 -3.46
H: 2.70 -0.36 -0.97
H: 3.38 1.06 -2.03
H: 1.30 2.32 -1.88
H: 3.05 2.91 -0.12
H: 1.32 3.35 0.09
H: 2.40 0.45 0.91
H: 2.27 1.71 2.13
H: 0.26 1.20 2.85
H: 0.04 2.67 1.92
H: 0.23 0.96 -0.26
H: -2.00 2.02 1.21
H: -2.31 0.55 0.34
H: -2.36 -0.59 2.44
H: -4.93 2.32 3.54
H: -3.39 2.66 4.60
N: 1.24 -1.91 -1.21
N: 1.72 1.59 -1.11
N: -0.31 0.86 0.71

Computed properties:
Total charge ... 0
ΔE to the lowest compared entry with this formula, charge and spin ... 1229.0 kJ/mol

***

Record 2
Density functional theory data (wB97M-V/def2-TZVPD) for a 2-piece molecular cluster, C4H8O2 overall.

Positions of all 14 atoms, in Å:
C: -1.04 -1.39 -0.89
C: 1.38 0.23 -0.44
C: 1.81 0.59 0.93
O: -0.76 -0.32 0.02
C: -1.67 0.66 0.12
O: -1.49 1.63 0.81
H: -0.10 -1.93 -0.99
H: -1.83 -2.02 -0.49
H: -1.33 -0.99 -1.87
H: 0.98 1.17 -0.88
H: 1.24 1.37 1.45
H: 2.81 1.03 0.70
H: 1.99 -0.27 1.58
H: -2.58 0.48 -0.48

Computed properties:
Total charge ... 0
ΔE to the lowest compared entry with this formula, charge and spin ... 484.1 kJ/mol

***

Record 3
Density functional theory data (wB97M-V/def2-TZVPD) for one molecule with the formula C5H11NO in a non-equilibrium geometry.

Positions of all 18 atoms, in Å:
C: 0.56 -1.59 -1.09
C: 0.63 -0.96 0.31
N: 0.39 0.48 0.26
C: 1.44 1.42 0.77
C: -0.85 1.05 0.21
C: -2.05 0.15 0.09
O: -1.00 2.24 -0.03
H: -0.23 -1.01 -1.60
H: 1.40 -1.34 -1.73
H: 0.47 -2.67 -1.01
H: 1.70 -0.99 0.53
H: 0.02 -1.46 1.06
H: 1.23 1.67 1.81
H: 1.29 2.36 0.22
H: 2.37 0.97 0.42
H: -2.45 0.18 -0.95
H: -1.89 -0.92 0.16
H: -3.01 0.41 0.55

Computed properties:
SMILES ... CCN(C)C(C)=O
Total charge ... 0
ΔE to the lowest compared entry with this formula, charge and spin ... 135.1 kJ/mol

***

Record 4
Density functional theory data (wB97M-V/def2-TZVPD) for a 6-piece molecular cluster, C35H73N3O6 overall in a non-equilibrium geometry.

Positions of all 117 atoms, in Å:
C: 5.51 -0.33 -2.90
C: 4.37 -1.31 -2.94
C: 3.06 -0.65 -3.54
C: 2.66 0.69 -2.91
N: 1.32 1.31 -3.27
C: 1.35 1.84 -4.70
C: 0.76 0.75 -5.58
C: 0.07 -0.29 -4.76
C: 0.13 0.33 -3.31
C: 0.95 2.35 -2.31
C: 1.87 3.58 -2.29
C: 2.98 3.44 -1.30
H: 5.52 0.39 -2.09
H: 5.72 0.17 -3.80
H: 6.37 -0.91 -2.66
H: 4.19 -1.70 -1.99
H: 4.64 -2.18 -3.56
H: 2.24 -1.35 -3.52
H: 3.28 -0.50 -4.58
H: 3.51 1.39 -3.14
H: 2.76 0.44 -1.88
H: 0.65 2.67 -4.75
H: 2.26 2.27 -5.11
H: 0.30 1.16 -6.46
H: 1.57 0.23 -6.02
H: -0.94 -0.55 -5.00
H: 0.55 -1.28 -4.83
H: -0.71 0.90 -3.32
H: 0.21 -0.36 -2.49
H: 0.73 1.88 -1.33
H: -0.08 2.81 -2.55
H: 1.24 4.39 -1.88
H: 2.26 3.93 -3.23
H: 3.83 2.83 -1.60
H: 2.52 3.25 -0.38
H: 3.47 4.41 -1.15
C: -3.95 4.34 5.08
C: -3.43 5.61 4.24
C: -2.12 5.34 3.48
C: -2.09 4.25 2.42
N: -0.77 3.61 2.10
C: -0.91 2.55 1.08
C: -1.39 1.34 1.75
C: -0.86 1.52 3.20
C: -0.17 2.86 3.23
C: 0.12 4.60 1.49
H: -3.25 3.54 4.98
H: -4.97 3.98 4.85
H: -4.03 4.41 6.15
H: -3.19 6.47 4.84
H: -4.17 5.96 3.51
H: -1.49 5.07 4.37
H: -1.67 6.18 2.99
H: -2.50 4.68 1.46
H: -2.88 3.55 2.55
H: 0.01 2.25 0.69
H: -1.57 2.95 0.27
H: -1.04 0.44 1.33
H: -2.55 1.32 1.65
H: -0.12 0.80 3.33
H: -1.62 1.36 3.91
H: 0.91 2.72 3.19
H: -0.45 3.22 4.17
H: -0.08 4.89 0.47
H: 1.12 4.08 1.36
H: 0.28 5.44 2.07
C: -4.80 -6.20 0.21
C: -3.28 -6.35 0.59
C: -2.66 -4.91 0.70
C: -1.23 -4.69 1.24
N: -0.77 -3.31 1.48
C: 0.61 -3.22 2.05
C: 0.66 -2.03 2.99
C: -0.67 -2.18 3.68
C: -1.58 -2.56 2.57
C: -0.82 -2.52 0.20
H: -4.92 -5.60 -0.69
H: -5.20 -5.63 1.08
H: -5.31 -7.15 0.28
H: -2.75 -6.95 -0.13
H: -3.12 -6.91 1.46
H: -3.33 -4.34 1.34
H: -2.74 -4.46 -0.27
H: -0.59 -5.21 0.52
H: -1.03 -5.23 2.16
H: 1.41 -3.22 1.29
H: 0.91 -4.16 2.51
H: 0.61 -1.13 2.33
H: 1.52 -1.99 3.72
H: -1.07 -1.29 4.11
H: -0.62 -2.93 4.48
H: -2.08 -1.67 2.28
H: -2.40 -3.21 2.91
H: -1.78 -2.62 -0.27
H: -0.16 -2.87 -0.54
H: -0.68 -1.45 0.32
C: 2.59 -4.16 -1.04
C: 1.95 -5.50 -0.57
O: 1.69 -5.78 0.61
O: 1.64 -6.20 -1.49
H: 2.87 -3.55 -0.19
H: 1.71 -3.78 -1.59
H: 3.38 -4.29 -1.78
C: -2.47 0.32 -1.27
C: -2.97 1.38 -2.16
O: -2.71 2.54 -1.72
O: -3.58 1.03 -3.21
H: -1.46 0.52 -0.94
H: -2.47 -0.58 -1.79
H: -3.06 0.19 -0.41
C: 3.18 -0.60 0.48
C: 1.96 0.32 0.70
O: 1.06 0.11 -0.09
O: 2.02 1.22 1.54
H: 4.00 -0.01 0.08
H: 2.79 -1.42 -0.21
H: 3.48 -1.16 1.35

Computed properties:
Total charge ... 0
E_tot ... -1992.8525 Ha